(1)
Here is 2 unconnected molecules or ions with the total composition C5H12N at a distorted geometry from the OMol25 dataset. Energies are from ωB97M-V/def2-TZVPD.

Structure (XYZ):
```
18
Properties=species:S:1:pos:R:3:nbo_charge:R:1
C 2.3598 -0.6068 0.3367 -0.429
C 1.6875 0.1235 -0.4663 0.148
C -0.8666 -0.6577 -1.1848 -0.405
C -0.9830 1.4595 -0.1438 -0.425
C -0.5869 -0.4643 1.3041 -0.447
N -0.3769 0.1114 -0.0126 -0.279
H 3.4079 -0.7783 0.2666 0.291
H 1.7140 -1.0859 1.0520 0.244
H 1.7104 0.6998 -1.3768 0.240
H -0.3653 -0.1855 -1.9844 0.209
H -0.4708 -1.6886 -1.0975 0.230
H -1.9228 -0.5741 -1.2770 0.225
H -1.1154 1.6277 -1.2269 0.223
H -1.9402 1.4316 0.3308 0.226
H -0.3049 2.2505 0.2977 0.240
H -0.4873 0.3133 2.1877 0.247
H -1.6241 -0.7173 1.4888 0.246
H 0.1647 -1.2591 1.5058 0.216
```

- E_tot (hartree) = -252.08514
- ΔE to the lowest compared entry with this formula, charge and spin (kcal/mol) = 91.61
- total charge = +1
- highest occupied orbital energy (Ha) = -0.5713

---

(2)
Here is a single C7H10 molecule from the OMol25 dataset. Energies are from ωB97M-V/def2-TZVPD.

Structure (XYZ):
```
17
Properties=species:S:1:pos:R:3:nbo_charge:R:1
C 1.7943 -0.0415 1.7428 -0.283
C 1.5905 -0.3547 0.5938 0.024
C 1.0624 -0.3682 -0.7435 -0.329
C -0.0266 0.7114 -0.9466 -0.192
C -0.3754 1.6250 0.2159 -0.635
C -0.3831 -0.7444 -0.9742 -0.194
C -1.2170 -1.3985 0.0966 -0.619
H 1.9483 0.2031 2.7686 0.239
H 1.7697 -0.5461 -1.5511 0.240
H 0.0367 1.2040 -1.9128 0.219
H 0.4398 1.6010 0.9494 0.233
H -0.5029 2.6594 -0.1133 0.218
H -1.2849 1.3137 0.7432 0.210
H -0.5534 -1.1394 -1.9720 0.216
H -2.2799 -1.1873 -0.0585 0.213
H -1.0789 -2.4831 0.0651 0.217
H -0.9396 -1.0545 1.0964 0.222
```

- E_tot (hartree) = -272.62153
- ΔE to the lowest compared entry with this formula, charge and spin (kcal/mol) = 60.54
- SMILES = C#C[C@@H]1[C@H](C)[C@@H]1C
- highest occupied orbital energy (Ha) = -0.3413

---

(3)
Here is 2 unconnected molecules or ions with the total composition C3H7FS at a distorted geometry from the OMol25 dataset. Energies are from ωB97M-V/def2-TZVPD.

Structure (XYZ):
```
12
Properties=species:S:1:pos:R:3:nbo_charge:R:1
C -0.5825 1.1915 0.5032 -0.677
C 0.4676 0.8026 -0.5097 -0.361
C 0.4575 -1.2903 -0.6078 -0.693
F -0.6189 -1.9173 1.6543 -0.488
S -1.0280 -1.7251 0.0864 0.676
H -0.0807 1.6621 1.3229 0.217
H -1.2806 1.9667 0.2486 0.220
H -1.1531 0.3487 0.9254 0.217
H 1.5208 0.9525 -0.2914 0.194
H 0.3818 1.1865 -1.5533 0.200
H 0.4975 -1.7240 -1.6185 0.241
H 1.4187 -1.4538 -0.1601 0.254
```

- E_tot (hartree) = -616.44528
- ΔE to the lowest compared entry with this formula, charge and spin (kcal/mol) = 61.18
- highest occupied orbital energy (Ha) = -0.3069

---

(4)
Here is 3 unconnected molecules or ions with the total composition C31H59BrN4O12S from the OMol25 dataset. Energies are from ωB97M-V/def2-TZVPD.

Structure (XYZ):
```
108
Properties=species:S:1:pos:R:3:mulliken_charge:R:1
C -1.3120 3.9779 -4.6610 -0.737
C -0.8246 4.9303 -3.5536 -0.465
C -1.6497 4.8833 -2.2673 -1.166
C -1.6994 3.5407 -1.5570 -0.260
O -0.4086 2.9509 -1.5793 -0.085
C -0.3298 1.7095 -0.9008 0.241
C 0.1789 1.9672 0.5293 -0.665
C 1.5342 2.6833 0.4124 -2.006
N 2.1157 3.1227 1.6817 -0.189
C 0.2318 0.6592 1.3136 1.588
C 0.4493 0.8137 2.8310 -1.543
C -0.5568 1.7197 3.5672 -0.756
C 0.0868 2.7657 4.4805 -1.181
C 1.1213 2.1778 5.4619 -0.586
C 2.4391 2.9306 5.3707 -0.186
O 3.4127 2.4084 6.2527 -0.449
C 4.5212 1.8253 5.5961 -0.138
C 5.3914 2.8398 4.8418 -1.010
C -1.0259 -0.2212 1.1387 -1.195
O -2.1814 0.6403 1.2379 -0.352
N -3.2686 0.0415 0.5923 0.244
O -3.9889 0.8397 0.1373 -0.409
O 1.4023 -0.0528 0.8387 -0.745
S 1.4724 -0.5252 -0.6882 1.821
O 2.8592 -0.4269 -1.0321 -0.816
O 0.8328 -1.8075 -0.7733 -0.739
C 0.4993 0.6698 -1.7399 1.303
C -0.4978 -0.2189 -2.5219 -2.278
C -1.1929 0.5207 -3.6597 0.859
C -2.1195 -0.4102 -4.4573 -1.249
C -1.3367 -1.5476 -5.0604 0.524
O -0.4367 -1.3863 -5.8404 -0.565
O -1.7142 -2.7795 -4.6175 -0.266
C -2.1980 -3.6491 -5.6718 -0.313
C -1.1080 -4.5764 -6.2024 -1.002
C 1.4827 1.3830 -2.6763 -1.520
C 1.9787 0.5683 -3.8372 0.289
O 2.1353 -0.5962 -3.9189 -0.395
Br 2.4246 1.7192 -5.3800 -0.196
H -0.6133 3.1579 -4.8091 -0.048
H -1.3846 4.5132 -5.6073 0.418
H -2.3093 3.5920 -4.4452 0.234
H -0.9118 5.9495 -3.9347 0.488
H 0.2314 4.7709 -3.3402 0.240
H -2.6643 5.2138 -2.4973 0.396
H -1.2267 5.6194 -1.5790 0.354
H -2.4503 2.8698 -1.9872 0.341
H -1.9936 3.7258 -0.5170 0.164
H -1.3383 1.3065 -0.8188 0.219
H -0.5226 2.6764 0.9662 1.170
H 2.2575 2.0506 -0.1056 0.136
H 1.4051 3.5592 -0.2196 0.687
H 2.4272 4.0796 1.6462 0.298
H 2.8672 2.5221 1.9830 0.130
H 1.4738 1.1272 3.0125 0.391
H 0.3621 -0.1955 3.2351 0.916
H -1.1598 1.0793 4.2163 0.331
H -1.2659 2.1946 2.8935 0.445
H 0.5753 3.5186 3.8585 0.405
H -0.6953 3.2499 5.0655 0.478
H 1.3053 1.1157 5.2913 0.161
H 0.7529 2.2642 6.4857 0.517
H 2.7783 2.8991 4.3301 0.049
H 2.2614 3.9864 5.6005 0.288
H 4.1652 1.0535 4.9038 0.190
H 5.1147 1.3388 6.3679 0.388
H 5.2303 2.7621 3.7642 0.234
H 5.1513 3.8616 5.1289 0.283
H 6.4518 2.6487 4.9984 0.356
H -1.0680 -0.9560 1.9421 0.988
H -1.0624 -0.7411 0.1858 0.004
H -1.2732 -0.5791 -1.8434 0.410
H -0.0062 -1.1066 -2.9116 1.137
H -0.4978 0.9751 -4.3646 0.096
H -1.8134 1.3277 -3.2671 -0.731
H -2.9189 -0.7890 -3.8238 0.375
H -2.5363 0.1682 -5.2828 0.581
H -2.6021 -3.0312 -6.4732 0.316
H -3.0117 -4.2137 -5.2237 0.372
H -0.1383 -4.1808 -5.9094 0.309
H -1.1325 -4.6200 -7.2897 0.301
H -1.1967 -5.5817 -5.7946 0.299
H 2.3754 1.7023 -2.1355 1.040
H 1.0387 2.2933 -3.0678 0.334
C 2.7375 -6.5720 -1.9808 -0.733
N 3.2249 -6.6996 -0.6215 -0.152
C 2.8168 -6.0207 0.4861 0.615
C 1.7142 -5.0060 0.3016 -0.967
O 3.3317 -6.2355 1.5703 -0.658
H 2.3350 -7.5239 -2.3331 0.274
H 3.5460 -6.2724 -2.6498 0.279
H 1.9541 -5.8240 -2.0341 0.251
H 3.9609 -7.3623 -0.4380 0.224
H 1.5051 -4.5474 1.2628 0.319
H 2.0123 -4.2256 -0.3988 0.199
H 0.8063 -5.4856 -0.0668 0.388
C -5.2475 -2.8472 2.6784 -0.960
N -4.1907 -1.9647 3.1304 -0.028
C -3.2672 -2.1713 4.1054 0.942
C -3.3207 -3.4833 4.8517 -1.494
O -2.4269 -1.3193 4.3504 -0.592
H -5.1167 -3.0849 1.6212 0.284
H -6.2210 -2.3702 2.8030 0.320
H -5.2397 -3.7717 3.2454 0.363
H -4.0888 -1.0706 2.6789 0.139
H -2.5208 -3.4888 5.5851 0.327
H -4.2748 -3.5985 5.3670 0.384
H -3.1820 -4.3234 4.1705 0.382
```

- E_tot (hartree) = -5310.60866
- SMILES = CCCCO[C@@H]1[C@H](CN)[C@@](CCCCCOCC)(CON=O)OS(=O)(=O)[C@]1(CCCC(=O)OCC)CC(=O)Br.CNC(C)=O.CNC(C)=O
- highest occupied orbital energy (Ha) = -0.3375